(1)
Density functional theory data (ωB97M-V with the def2-TZVPD basis set) for C39H51As3CeN5O5S2 as an isolated structure.

Last column: Mulliken charge in e.
Positions of all 106 atoms, in Å:
Ce -13.27991 -15.19008 -11.61869  1.3513
O -13.65486 -17.40526 -10.48794  0.1240
C -13.34068 -17.83418 -9.38073  -0.4370
C -12.92972 -17.06372 -8.23696  0.6628
C -12.80201 -17.79346 -7.07334  -0.2203
C -12.62157 -17.12484 -5.89405  -0.6331
C -12.66769 -15.75031 -5.86873  -0.6123
C -12.78638 -15.02063 -7.04729  -1.0989
C -13.00148 -15.66701 -8.25373  -0.1865
O -13.27705 -15.03172 -9.34725  0.3043
N -12.40204 -17.89506 -4.68507  0.9470
O -12.08412 -19.06680 -4.78752  -0.5872
O -12.47232 -17.27930 -3.65369  -0.5845
H -13.48156 -18.90791 -9.09144  0.0473
H -12.82578 -18.88478 -7.06080  0.6241
H -12.59599 -15.24524 -4.89228  0.5201
H -12.84316 -13.97428 -6.99593  0.6275
N -9.48029 -12.63165 -13.01313  -0.0466
C -8.43712 -13.64866 -13.08243  0.1383
C -7.14737 -13.38049 -12.64965  -0.8185
C -6.22409 -14.44165 -12.61314  -0.5381
C -6.58413 -15.73681 -12.97538  -0.8991
C -7.89593 -16.00631 -13.36541  -0.3103
C -8.81737 -14.98474 -13.45247  0.3835
S -10.46831 -15.14411 -14.12961  -0.0950
N -11.26344 -14.14262 -12.96994  0.1477
C -10.74218 -12.99058 -12.65657  0.2808
C -11.58707 -12.06576 -11.80121  0.9480
C -11.40162 -10.69530 -11.80071  -1.0231
C -12.22097 -9.96847 -10.92198  -0.5149
C -13.11610 -10.60358 -10.09968  -1.0616
C -13.26782 -11.97745 -10.20832  -0.3345
N -12.52143 -12.68090 -11.07640  0.2541
H -9.17099 -11.72551 -12.67273  0.2342
H -6.81925 -12.37623 -12.39145  0.3958
H -5.23607 -14.24437 -12.19663  0.3855
H -5.82607 -16.52019 -13.00498  0.4329
H -8.15687 -17.01333 -13.66469  0.5299
H -10.58170 -10.14127 -12.31400  0.4144
H -12.11424 -8.85848 -10.83224  0.4049
H -13.77057 -9.98017 -9.50277  0.4167
H -13.97217 -12.49226 -9.60592  0.5918
C -17.26661 -14.40816 -10.64851  -1.0383
As -16.33788 -16.09537 -10.88282  1.2881
C -17.17089 -16.96097 -9.31074  -1.5074
C -17.24486 -16.82411 -12.45795  -1.9586
C -16.86789 -18.15516 -13.15745  2.3517
C -18.02801 -18.48170 -14.15344  -2.0825
C -15.64030 -18.03304 -14.03852  -2.0762
As -13.76619 -17.86402 -13.52996  1.3963
C -13.03255 -18.00358 -15.30496  -1.4061
C -13.19673 -19.62739 -13.01138  -0.6625
C -16.68257 -19.30120 -12.14960  -0.8804
As -16.37235 -21.08556 -12.76747  0.2827
C -18.25389 -21.73801 -13.02623  -1.1563
C -15.95474 -21.70446 -10.93809  -0.8102
H -16.61069 -13.59734 -11.04471  0.1171
H -17.32536 -14.18292 -9.53091  0.4248
H -18.27399 -14.36714 -11.07074  0.4423
H -18.25995 -16.97134 -9.44348  0.4448
H -16.92718 -16.29456 -8.51102  0.5588
H -16.86355 -17.99629 -9.15983  0.3059
H -17.15653 -16.07439 -13.21100  0.0988
H -18.31863 -16.91062 -12.30117  0.6291
H -18.17455 -17.60237 -14.85486  0.3346
H -18.98180 -18.75212 -13.73132  0.4475
H -17.75490 -19.31661 -14.71659  0.5678
H -15.77341 -17.15630 -14.70771  0.5947
H -15.60021 -18.92841 -14.66680  0.6515
H -13.31989 -18.96042 -15.70195  0.5443
H -11.97832 -17.85162 -15.25054  0.3068
H -13.36965 -17.20314 -15.98713  0.3905
H -13.35631 -20.34142 -13.81095  0.4814
H -13.83037 -19.94840 -12.17026  -0.2464
H -12.15522 -19.61231 -12.84393  0.0420
H -17.56182 -19.25890 -11.52511  1.1468
H -15.85739 -19.02668 -11.52570  -0.8360
H -18.37053 -21.65574 -14.11607  0.3346
H -18.97191 -21.10053 -12.47914  0.3178
H -18.39954 -22.77169 -12.80141  0.4420
H -15.30840 -20.90999 -10.44982  -0.0158
H -15.37175 -22.58938 -10.97429  0.4187
H -16.84899 -21.93488 -10.35498  0.3677
C -14.53335 -12.44905 -15.16999  -1.0978
S -15.33867 -13.92927 -14.60012  0.4595
C -16.94737 -13.24286 -14.20710  -0.8629
O -14.72125 -14.18701 -13.23082  -0.8830
H -14.94130 -12.16756 -16.12699  0.4728
H -13.46435 -12.61695 -15.30406  0.3341
H -14.81895 -11.63716 -14.49836  0.3591
H -17.45098 -13.11885 -15.16612  0.4958
H -16.80156 -12.26103 -13.69342  0.3897
H -17.43194 -13.92779 -13.55901  0.0969
N -10.99386 -16.69477 -11.15823  -0.4097
C -10.43977 -17.66076 -11.50634  0.2845
C -9.71627 -18.85203 -11.74671  0.6680
C -9.20597 -19.53598 -10.60980  -0.7024
C -8.58191 -20.77820 -10.73858  -0.5580
C -8.54803 -21.36343 -12.00885  -0.4850
C -9.00422 -20.64333 -13.13226  -1.0593
C -9.66505 -19.41187 -12.99277  -0.3761
H -9.31236 -19.08506 -9.65517  0.5941
H -8.20437 -21.28888 -9.83635  0.4013
H -8.10745 -22.34910 -12.12388  0.4307
H -8.96999 -21.12029 -14.09906  0.4395
H -10.05182 -18.88065 -13.79009  0.7904

Summary:
⟨S²⟩ ... 0.7506
Energy ... -276059.8586 eV
Max |F| ... 0.0521 hartree/bohr
2S+1 ... 2
Charge ... +2
ΔE to the lowest compared entry with this formula, charge and spin ... 113.9 kJ/mol
Frontier orbital gap (spin up / spin down) ... 0.2637 / 0.2641 Eh

(2)
Density functional theory data (ωB97M-V with the def2-TZVPD basis set) for a 9-piece molecular cluster, C39H51N9O3 overall.

Last column: Mulliken charge in e.
Positions of all 102 atoms, in Å:
C 4.32040 4.57544 -0.38834  -1.0604
N 2.91965 4.24744 -0.29219  0.0931
C 1.98530 5.15514 -0.57344  0.6481
C 0.53073 4.84405 -0.12557  -1.1505
O 2.21410 6.18336 -1.20128  -0.6544
H 4.77526 5.01383 0.54564  0.3389
H 4.44268 5.39398 -1.14833  0.3597
H 4.91369 3.70093 -0.66934  0.3006
H 2.68796 3.69435 0.45695  0.2257
H 0.22683 3.94925 -0.60042  0.1832
H -0.11769 5.56092 -0.57823  0.4237
H 0.33422 4.88921 0.97486  0.3389
C -1.34850 -1.54628 -3.71805  -0.7347
N -2.75525 -1.80693 -3.73182  -0.0686
C -3.59750 -0.78365 -3.53858  0.5316
C -5.17467 -1.03546 -3.47951  -1.1039
O -3.20160 0.36327 -3.48768  -0.7279
H -1.31629 -0.65175 -4.35479  0.1984
H -0.75228 -2.30523 -4.15378  0.4073
H -0.95213 -1.36765 -2.75899  0.2299
H -3.13985 -2.74434 -3.70541  0.2385
H -5.63948 -0.38993 -2.72967  0.2110
H -5.44411 -2.11964 -3.27188  0.3617
H -5.45425 -0.80881 -4.55166  0.3596
C -3.40166 3.08048 -6.17635  -1.0432
N -3.26689 2.92169 -4.73281  0.1695
C -2.93320 3.94269 -3.97322  0.6613
C -2.93915 3.69575 -2.48544  -0.4138
O -2.53347 5.02980 -4.46135  -0.7258
H -3.92363 4.02315 -6.35521  0.3162
H -3.92610 2.24165 -6.60258  0.3725
H -2.45699 3.19978 -6.71624  0.2913
H -3.58206 2.03728 -4.34574  0.2147
H -3.56022 4.50780 -2.01722  0.3285
H -1.92444 3.83092 -2.08753  -0.1480
H -3.32509 2.75427 -2.13882  0.1407
C 4.97784 -4.60834 2.52188  -0.5089
C 4.17103 -5.48687 1.80574  -0.3958
C 2.99737 -5.05302 1.22657  -0.4709
N 2.55401 -3.82187 1.38338  -0.1223
C 3.28017 -2.93648 1.98883  0.0849
C 4.48337 -3.29104 2.63518  -0.6070
H 5.93794 -4.80333 2.96200  0.4304
H 4.56065 -6.47794 1.76520  0.4136
H 2.32219 -5.66498 0.63256  0.3961
H 2.98438 -1.92922 1.91519  0.2576
H 4.99354 -2.51868 3.15138  0.5430
C 0.47286 4.10998 -4.65817  -0.2619
C 1.49019 4.61433 -3.85377  -0.5034
C 2.57992 3.76012 -3.54241  -0.3289
N 2.57606 2.44302 -3.83611  -0.6236
C 1.46588 1.93839 -4.41608  -0.3532
C 0.40611 2.73687 -4.89081  0.0289
H -0.32379 4.75968 -5.03338  0.4771
H 1.58236 5.64444 -3.63205  0.5376
H 3.50291 4.17688 -3.10166  0.4437
H 1.52890 0.85493 -4.54342  0.4266
H -0.54298 2.27649 -5.25573  0.1210
C -5.02142 -1.15098 0.46817  -0.3154
C -5.57450 -2.40777 0.59514  -0.3952
C -4.82729 -3.48711 0.20302  -0.5193
N -3.52779 -3.42284 -0.18103  -0.4801
C -3.02097 -2.20440 -0.32387  -0.5292
C -3.69584 -1.04709 -0.00594  -0.2059
H -5.60540 -0.22950 0.56149  0.4499
H -6.64149 -2.46583 0.84474  0.4113
H -5.20001 -4.48379 0.34837  0.4797
H -1.96559 -2.14896 -0.60964  0.6962
H -3.17628 -0.05445 -0.04857  0.3632
C 4.89997 -1.15566 6.21824  -0.2626
C 4.25057 -2.37444 6.13963  -0.3130
C 2.84894 -2.44817 6.12554  -0.2554
N 2.05549 -1.42709 6.06460  -0.3069
C 2.67327 -0.18686 6.06709  -0.2778
C 4.07452 -0.06762 6.21640  -0.4335
H 6.00688 -1.10190 6.34120  0.3713
H 4.81042 -3.38127 6.03577  0.2782
H 2.40121 -3.43551 6.10157  0.4392
H 2.07374 0.74120 6.02017  0.3614
H 4.45877 0.94184 6.19245  0.3424
C -0.67643 -2.71257 4.67585  -0.1057
C -1.96434 -2.40133 4.42057  -0.7614
C -2.61405 -3.19746 3.49924  -0.0943
N -2.06710 -4.16928 2.78848  -0.4717
C -0.78594 -4.38591 3.02097  -0.6025
C -0.04926 -3.67241 3.94242  0.2351
H -0.14310 -2.14320 5.40099  0.6262
H -2.50385 -1.60893 4.88357  0.4528
H -3.68319 -2.97869 3.25766  0.3273
H -0.34214 -5.11077 2.27443  0.2972
H 1.02947 -3.87834 3.90239  0.1560
C 0.42343 -1.16265 1.25844  0.1174
C 1.17623 -0.82992 0.11626  -0.7985
C 1.79691 0.40580 0.08904  -0.5719
N 1.66731 1.40669 0.95036  -0.1896
C 1.04548 1.02597 2.07052  -0.9031
C 0.38597 -0.18735 2.28240  -0.3241
H -0.12326 -2.08352 1.32268  0.6808
H 1.34779 -1.60390 -0.64284  0.5165
H 2.34332 0.66291 -0.81312  0.4649
H 1.02549 1.84389 2.74237  0.5131
H -0.27120 -0.22099 3.13251  0.4393

Summary:
Energy ... -60822.1668 eV
Max |F| ... 0.0666 hartree/bohr
Charge ... 0
ΔE to the lowest compared entry with this formula, charge and spin ... 0.0 kJ/mol
Frontier orbital gap ... 0.3393 Eh
SMILES ... CNC(C)=O.CNC(C)=O.CNC(C)=O.c1ccncc1.c1ccncc1.c1ccncc1.c1ccncc1.c1ccncc1.c1ccncc1